Entry 1:
The following is a quantum chemistry calculation of a single C19H23NO4 molecule, from OMol25.

E_HOMO (eV): -7.482
Energy (eV): -29755.153
Structure (SMILES): COc1ccc(CN2CCc3cc(OC)c(OC)cc3C2)cc1O
HOMO-LUMO gap (eV): 8.22
Lowest unoccupied orbital energy (eV): 0.73
Energy relative to the best compared isomer or geometry (same formula, charge and spin) (eV): 2.388

Each line ends with the Mulliken charge.
Positions of all 47 atoms, in Å:
C -3.197 -1.312 1.854  -0.606
O -2.512 -2.032 0.859  -0.508
C -1.142 -1.902 0.802  1.333
C -0.331 -1.381 1.792  -0.495
C 1.038 -1.287 1.590  -0.821
C 1.616 -1.688 0.398  0.529
C 0.804 -2.265 -0.573  -0.494
C -0.560 -2.371 -0.386  0.103
O -1.346 -2.903 -1.362  -0.677
H -2.259 -2.867 -1.044  0.346
H 1.220 -2.626 -1.501  0.452
C 3.078 -1.450 0.103  -1.658
N 3.405 -0.170 -0.518  0.169
C 3.656 0.958 0.348  -1.118
C 2.411 1.661 0.926  -1.174
C 1.174 1.451 0.094  0.362
C 1.214 0.772 -1.110  0.386
C 0.034 0.544 -1.812  -0.669
C -1.186 0.964 -1.321  0.847
C -1.227 1.665 -0.097  0.860
C -0.051 1.900 0.584  -0.209
H -0.061 2.424 1.528  0.438
O -2.472 2.036 0.336  -0.488
C -2.561 2.835 1.487  -0.953
H -2.006 3.772 1.372  0.363
H -2.196 2.310 2.379  0.338
H -3.620 3.056 1.611  0.237
O -2.392 0.741 -1.918  -0.488
C -2.412 -0.025 -3.098  -0.866
H -1.881 0.478 -3.913  0.339
H -3.464 -0.125 -3.364  0.247
H -1.979 -1.019 -2.941  0.302
H 0.090 0.004 -2.744  0.415
C 2.530 0.225 -1.604  -1.882
H 3.059 0.993 -2.183  0.449
H 2.366 -0.632 -2.259  0.467
H 2.206 1.296 1.936  0.335
H 2.614 2.732 1.013  0.629
H 4.218 1.679 -0.258  0.359
H 4.311 0.633 1.161  0.387
H 3.427 -2.225 -0.590  0.313
H 3.666 -1.525 1.020  0.515
H 1.656 -0.885 2.379  0.478
H -0.753 -1.040 2.724  0.370
H -2.965 -0.246 1.794  0.113
H -2.965 -1.688 2.855  0.332
H -4.256 -1.463 1.651  0.289

---

Entry 2:
The following is a quantum chemistry calculation of a gas-phase ion, C18H35N2O5 (charge +1) in a non-equilibrium geometry, from OMol25.

E_HOMO (eV): -12.610
Energy (eV): -32434.128
Structure (SMILES): CCCO[C@@H]1CC[N@H+](CCCOC(C)=O)C[C@]1(N)CCCCOC=O
HOMO-LUMO gap (eV): 9.38
Charge: +1
Lowest unoccupied orbital energy (eV): -3.23
Energy relative to the best compared isomer or geometry (same formula, charge and spin) (eV): 0.000

Each line ends with the Mulliken charge.
Positions of all 60 atoms, in Å:
C 6.155 -0.828 2.164  -0.961
C 4.643 -0.539 1.599  -0.186
C 4.622 0.367 0.193  -0.494
O 3.353 0.035 -0.472  -0.232
C 2.550 1.253 -0.759  -0.502
C 1.984 1.969 0.641  -0.381
C 0.627 1.124 1.027  -0.619
N -0.446 1.525 0.058  0.311
C -1.737 0.742 0.377  -0.038
C -3.046 1.627 -0.171  -0.527
C -4.305 0.620 -0.538  -0.412
O -5.568 1.098 0.049  -0.350
C -5.882 0.353 1.290  0.488
C -4.780 0.087 2.509  -0.254
O -7.125 -0.124 1.524  -0.512
C -0.144 1.434 -1.398  -1.160
C 1.360 1.039 -1.858  1.233
N 1.706 1.994 -3.024  -0.720
C 1.354 -0.465 -2.572  -1.430
C 0.875 -1.678 -1.586  -0.181
C -0.650 -2.226 -1.830  -0.588
C -1.101 -2.975 -0.412  -0.089
O -2.546 -3.241 -0.320  -0.270
C -2.972 -3.101 1.099  0.214
O -4.284 -3.267 1.408  -0.481
H 6.091 -1.176 3.304  0.307
H 6.610 -1.705 1.522  0.273
H 6.801 0.138 2.029  0.272
H 3.955 -0.025 2.423  0.173
H 4.091 -1.565 1.340  0.198
H 5.572 0.036 -0.450  0.276
H 4.730 1.481 0.535  0.308
H 3.337 2.042 -1.189  0.300
H 2.789 2.022 1.488  0.404
H 1.627 3.048 0.306  0.273
H 0.288 1.536 2.096  0.403
H 0.787 -0.026 1.173  0.209
H -0.697 2.537 0.274  0.574
H -1.849 0.648 1.538  0.459
H -1.802 -0.284 -0.183  -0.358
H -3.418 2.388 0.670  0.346
H -2.783 2.289 -1.105  0.302
H -4.417 0.631 -1.723  0.305
H -4.059 -0.476 -0.144  0.259
H -4.649 1.060 3.166  0.267
H -3.746 -0.284 2.101  -0.255
H -5.209 -0.766 3.198  0.289
H -0.890 0.670 -1.918  0.232
H -0.412 2.491 -1.883  0.242
H 0.835 2.074 -3.629  0.358
H 1.793 2.937 -2.574  0.353
H 2.421 -0.645 -3.018  0.305
H 0.598 -0.385 -3.476  0.430
H 1.596 -2.601 -1.821  0.455
H 0.993 -1.472 -0.440  0.004
H -0.657 -3.092 -2.644  0.414
H -1.419 -1.425 -2.199  0.206
H -0.858 -2.191 0.455  -0.072
H -0.422 -3.910 -0.212  0.299
H -2.269 -2.822 1.992  0.335

---

Entry 3:
The following is a quantum chemistry calculation of a molecular structure, C39H44I2N11OSTl, from OMol25.

E_HOMO (eV): -12.494
Energy (eV): -91314.003
HOMO-LUMO gap (eV): 8.31
Charge: +2
Lowest unoccupied orbital energy (eV): -4.18
Energy relative to the best compared isomer or geometry (same formula, charge and spin) (eV): 0.000

Each line ends with the Mulliken charge.
Positions of all 99 atoms, in Å:
Tl -0.854 -0.178 -0.701  1.261
I 7.147 -2.383 -0.160  0.167
C 5.323 -1.454 0.208  -0.865
C 4.793 -1.450 1.484  -0.401
C 3.588 -0.795 1.749  -0.201
I 2.895 -1.065 3.715  0.092
C 2.919 -0.142 0.720  -0.005
O 1.805 0.658 0.836  1.114
C 3.405 -0.230 -0.591  0.521
C 2.601 0.290 -1.761  -0.899
N 1.604 -0.717 -2.180  0.038
C 2.089 -2.088 -2.218  -1.490
C 1.891 -2.833 -0.909  0.761
C 2.686 -3.941 -0.632  -0.917
C 2.478 -4.647 0.538  -0.736
C 1.480 -4.224 1.406  -0.932
C 0.738 -3.114 1.048  -0.566
N 0.930 -2.426 -0.081  0.871
C 4.617 -0.859 -0.826  -0.280
H 5.307 -1.958 2.289  0.508
H 3.291 0.539 -2.573  0.498
H 2.066 1.201 -1.488  0.155
H 1.232 -0.459 -3.085  0.183
H 3.147 -2.158 -2.485  0.341
H 1.545 -2.625 -3.000  0.640
H 3.462 -4.239 -1.328  0.570
H 3.084 -5.513 0.773  0.437
H 1.286 -4.737 2.338  0.513
H -0.048 -2.748 1.704  0.335
H 5.006 -0.894 -1.836  0.599
C -5.700 -1.193 3.371  -1.248
N -4.612 -1.707 2.549  0.330
C -4.324 -3.128 2.638  -1.175
C -3.897 -0.932 1.678  -0.060
N -2.784 -1.252 1.122  0.145
N -4.521 0.270 1.371  -0.086
C -3.990 1.379 0.716  0.379
N -4.980 2.213 0.255  -0.507
N -2.732 1.580 0.637  -0.296
H -6.662 -1.190 2.847  0.314
H -5.478 -0.188 3.727  0.418
H -5.806 -1.830 4.246  0.440
H -5.234 -3.657 2.918  0.481
H -3.553 -3.354 3.380  0.275
H -4.006 -3.513 1.668  0.339
H -2.454 -2.139 1.485  -0.216
H -5.501 0.320 1.588  0.261
H -5.929 1.898 0.156  0.164
H -4.716 3.009 -0.296  0.187
H -2.554 2.437 0.119  0.064
N -6.377 -5.752 -1.563  -0.403
C -5.499 -5.018 -1.658  -0.307
C -4.410 -4.077 -1.752  0.585
C -3.092 -4.512 -1.711  -0.704
C -2.089 -3.559 -1.770  -0.392
N -2.331 -2.253 -1.861  0.199
C -3.601 -1.848 -1.906  -0.350
C -4.675 -2.717 -1.862  -0.760
H -2.857 -5.565 -1.635  0.538
H -1.047 -3.854 -1.724  0.393
H -3.763 -0.776 -1.969  0.599
H -5.692 -2.354 -1.901  0.520
C 4.970 4.554 1.597  -0.840
N 3.567 4.120 1.855  0.175
C 2.635 4.613 0.799  -0.907
C 3.470 2.625 2.018  -1.353
C 2.153 2.222 2.617  1.828
C 1.687 2.805 3.792  -0.930
C 0.466 2.441 4.334  -1.330
C -0.304 1.471 3.699  -0.841
C 0.164 0.851 2.555  0.051
C 1.389 1.219 2.027  -1.169
H 4.999 5.637 1.520  0.387
H 5.304 4.105 0.664  0.356
H 5.602 4.222 2.417  0.366
H 3.265 4.534 2.739  0.416
H 2.990 4.244 -0.161  0.425
H 2.633 5.700 0.805  0.434
H 1.638 4.232 1.007  0.332
H 4.308 2.312 2.644  0.365
H 3.605 2.205 1.024  0.350
H 2.292 3.532 4.330  0.463
H 0.124 2.903 5.249  0.435
H -1.265 1.188 4.105  0.545
H -0.416 0.077 2.067  0.011
S -1.180 0.918 -6.012  -0.221
C -1.648 0.314 -4.464  -0.159
N -1.247 0.979 -3.432  0.170
C -0.501 2.080 -3.836  -0.592
C 0.065 3.029 -2.979  -0.226
C 0.771 4.076 -3.528  -0.658
C 0.928 4.194 -4.918  -0.595
C 0.373 3.269 -5.776  -0.477
C -0.348 2.212 -5.220  0.735
H -2.241 -0.589 -4.389  0.312
H -0.076 2.929 -1.909  0.447
H 1.205 4.834 -2.887  0.431
H 1.485 5.028 -5.325  0.400
H 0.490 3.364 -6.847  0.432

---

Entry 4:
The following is a quantum chemistry calculation of a single C2H2O4S molecule in a non-equilibrium geometry, from OMol25.

E_HOMO (eV): -10.742
Energy (eV): -21128.048
Structure (SMILES): O=C[C@H]1OS1(=O)=O
HOMO-LUMO gap (eV): 10.26
Lowest unoccupied orbital energy (eV): -0.48
Energy relative to the best compared isomer or geometry (same formula, charge and spin) (eV): 2.172

Each line ends with the Mulliken charge.
Positions of all 9 atoms, in Å:
C -0.355 -0.330 -1.266  -0.027
C -0.235 -0.719 0.137  0.022
O 0.058 0.892 2.326  -0.529
O 1.150 -0.626 0.658  -0.311
O 0.432 0.420 -1.771  -0.404
O 0.669 1.824 0.130  -0.468
S 0.369 0.715 0.952  0.943
H -1.276 -0.676 -1.774  0.329
H -0.812 -1.500 0.607  0.446